No. 1
Computed, not measured: a 4-piece molecular cluster, C26H60BI2N2O13P3 overall in a non-equilibrium geometry, with ωB97M-V with the def2-TZVPD basis set.

Properties
LUMO level in eV: -2.13
HOMO level in eV: -8.90
Spin multiplicity: 1
SMILES: CNCB(CCC(N)=O)/C(I)=C(/C)I.CCOP(=O)(OCC)OCC.CCOP(=O)(OCC)OCC.CCOP(=O)(OCC)OCC

```
107
Properties=species:S:1:pos:R:3:forces:R:3:mulliken_charge:R:1
C -4.5524 1.6883 -5.0922 0.325 0.765 -0.189 -0.71
N -3.9229 0.3109 -5.1032 -0.480 -0.025 1.664 -0.26
C -4.8386 -0.7457 -4.4925 -1.005 -0.483 -0.724 -0.54
B -3.8850 -2.0502 -4.0416 -0.299 0.000 -1.026 0.19
C -3.5103 -2.4354 -2.4883 -0.521 -0.505 0.882 -0.32
C -4.3726 -1.6412 -1.3429 1.100 -0.083 1.163 -0.38
C -4.0562 -0.0123 -1.2666 -4.591 2.873 0.679 0.41
N -2.6958 0.6142 -1.5107 -2.971 -1.046 -1.729 -0.33
O -5.1075 0.7785 -0.9642 6.401 -4.155 -1.667 -0.62
C -3.3592 -2.9846 -5.3319 4.835 -0.188 0.188 -0.10
I -5.0118 -3.8227 -6.5757 1.522 0.605 0.956 -0.02
C -1.9241 -3.2403 -5.6505 -4.666 -0.702 -0.813 0.01
C -1.4040 -4.1853 -6.9160 0.779 0.273 1.509 -0.88
I -0.2762 -2.3435 -4.4407 -1.484 -0.694 -1.067 0.05
H -5.1878 1.8351 -6.0700 1.202 -0.348 1.935 0.24
H -3.6844 2.4820 -5.1045 -1.749 -1.476 -0.056 0.29
H -5.2381 1.9066 -4.1631 1.267 -0.518 -1.613 0.25
H -3.0325 0.2702 -4.5488 -1.147 0.649 -0.750 0.24
H -5.5120 -0.3496 -3.6217 1.281 -0.486 -1.385 0.17
H -5.5875 -1.0567 -5.3687 1.484 0.486 1.944 0.27
H -3.7759 -3.5921 -2.3593 0.693 2.326 -0.272 0.20
H -2.3796 -2.3332 -2.2049 -2.038 -0.324 -0.739 0.04
H -4.0010 -2.0724 -0.2934 -0.743 0.983 -2.140 0.17
H -5.5399 -1.8760 -1.3633 2.632 1.080 -0.214 0.28
H -2.1383 0.0515 -2.2007 -0.682 0.301 1.102 0.21
H -2.9075 1.5187 -2.0269 0.252 -1.249 1.196 0.32
H -0.8842 -3.4749 -7.6994 -1.118 -1.638 1.485 0.25
H -2.2380 -4.8732 -7.3632 1.398 1.760 0.868 0.31
H -0.5999 -4.9219 -6.4338 -1.566 1.712 -1.190 0.28
C -1.6446 8.2034 0.1179 -0.203 0.088 -0.051 -0.93
C -0.2171 7.8533 0.4921 -0.051 0.418 -0.034 -0.32
O -0.1696 6.6973 1.3073 -0.244 -0.014 -0.700 -0.36
P -0.4221 5.2310 0.5800 4.536 1.910 8.678 1.08
O 1.0055 5.1330 -0.0112 -3.382 -0.746 -3.066 -0.71
O -0.1045 4.2839 1.9124 -0.835 -0.645 -1.091 -0.41
C 0.8694 3.2538 1.8405 0.497 -0.105 0.137 -0.16
C 2.1945 3.7439 2.3979 0.165 0.155 0.123 -1.26
O -2.0173 5.3404 1.2406 0.402 -0.390 -3.704 -0.19
C -2.9981 4.6177 0.5109 -0.763 -0.571 0.057 -0.64
C -2.7530 3.1214 0.5592 -0.094 -0.045 0.050 -0.75
H -2.0683 7.4470 -0.5498 -0.036 0.073 -0.048 0.20
H -1.6856 9.1702 -0.3919 0.011 -0.100 0.005 0.42
H -2.2818 8.2435 1.0073 0.158 0.018 -0.121 0.23
H 0.3976 7.7098 -0.4044 0.027 0.049 0.069 0.26
H 0.2211 8.6748 1.0673 0.021 -0.205 0.014 0.34
H 0.9731 2.8811 0.8160 0.087 0.141 0.108 0.37
H 0.5105 2.4156 2.4460 -0.138 0.115 0.001 0.29
H 2.5091 4.6863 1.9390 -0.107 -0.220 -0.129 0.34
H 2.9814 3.0003 2.2409 -0.044 0.030 0.048 0.29
H 2.1063 3.9376 3.4717 -0.016 -0.120 -0.109 0.32
H -3.0094 4.9750 -0.5237 -0.255 -0.029 -0.019 0.32
H -3.9715 4.8469 0.9539 0.158 0.107 0.005 0.37
H -1.8237 2.8591 0.0444 0.033 -0.068 -0.049 0.20
H -3.5717 2.5799 0.0777 0.072 0.047 0.060 0.48
H -2.6564 2.7761 1.5939 -0.045 0.112 -0.139 0.24
C -2.2430 0.0663 4.1371 -0.040 0.116 0.173 -1.25
C -2.0781 -0.5016 2.7405 -0.159 0.445 -0.002 0.02
O -0.9816 -1.3941 2.6762 -0.547 -0.152 0.406 -0.34
P -1.1699 -2.8954 3.3496 6.565 2.901 -6.967 0.93
O -1.9806 -3.4687 2.1617 -1.946 -0.641 4.105 -0.76
O 0.2917 -3.5248 2.8592 -0.683 -0.625 1.240 -0.03
C 0.3360 -4.7378 2.1232 0.029 -0.235 -0.524 -0.56
C 0.4409 -4.4464 0.6363 0.055 0.108 -0.232 -0.82
O -0.2639 -2.2549 4.6770 -3.370 -1.429 0.714 -0.22
C -0.5297 -2.8884 5.9200 0.297 -0.275 0.802 -0.34
C -0.0864 -4.3391 5.9236 0.143 -0.114 0.016 -1.03
H -2.5536 -0.7131 4.8398 -0.065 0.063 0.036 0.36
H -2.9994 0.8562 4.1475 0.035 -0.094 0.004 0.48
H -1.2967 0.4757 4.5054 -0.146 -0.040 -0.122 0.25
H -2.9955 -1.0047 2.4127 0.026 0.059 -0.052 0.18
H -1.8762 0.3124 2.0374 0.064 -0.181 -0.019 0.08
H -0.5288 -5.3692 2.3529 0.061 0.155 -0.148 0.46
H 1.2240 -5.2897 2.4470 -0.006 0.165 0.099 0.37
H -0.3326 -3.7495 0.2993 -0.053 -0.195 0.175 0.14
H 0.3578 -5.3679 0.0525 0.045 0.075 0.047 0.38
H 1.4021 -3.9744 0.4089 -0.047 -0.127 0.047 0.12
H -1.5990 -2.8096 6.1400 0.059 0.019 0.248 0.29
H 0.0118 -2.3349 6.6925 -0.053 0.068 -0.175 0.38
H -0.6759 -4.9314 5.2172 -0.043 -0.075 0.020 0.30
H -0.2077 -4.7778 6.9177 -0.027 0.033 -0.101 0.43
H 0.9622 -4.4264 5.6205 -0.174 0.069 0.077 0.19
C 3.6478 -2.2114 2.5445 -0.147 -0.017 0.050 -0.49
C 5.1287 -2.4474 2.3175 -0.195 -0.221 0.345 -0.64
O 5.4718 -2.2783 0.9548 -0.254 0.559 0.370 -0.36
P 5.5474 -0.7323 0.3656 4.325 -8.241 -3.572 1.11
O 6.9387 -0.4305 0.9742 -3.240 3.177 0.889 -0.72
O 6.1203 -1.1182 -1.1495 -0.749 1.335 0.121 -0.34
C 7.3059 -0.5114 -1.6406 0.550 -0.065 -0.053 -0.36
C 8.4961 -1.4285 -1.4185 0.155 -0.212 0.044 -1.14
O 3.9929 -1.0695 -0.3144 0.286 2.951 2.228 -0.25
C 3.1864 0.0817 -0.5171 -0.581 0.416 -0.474 -0.29
C 3.7770 1.0119 -1.5597 0.007 0.039 -0.182 -1.17
H 3.3924 -1.1595 2.3832 -0.077 -0.011 0.082 0.12
H 3.3650 -2.4784 3.5667 -0.014 0.062 -0.090 0.45
H 3.0475 -2.8013 1.8442 0.114 0.072 0.165 0.02
H 5.7312 -1.7801 2.9451 0.030 -0.087 -0.012 0.31
H 5.3799 -3.4769 2.5904 0.079 0.111 -0.153 0.35
H 7.4617 0.4727 -1.1861 0.062 -0.215 0.038 0.36
H 7.1730 -0.3453 -2.7143 -0.164 -0.075 0.069 0.38
H 8.5661 -1.7654 -0.3796 -0.062 0.257 -0.089 0.29
H 9.4301 -0.9252 -1.6852 -0.078 -0.049 -0.008 0.36
H 8.3990 -2.3313 -2.0300 -0.001 0.153 -0.013 0.28
H 3.0588 0.6014 0.4378 -0.252 0.071 -0.067 0.28
H 2.2009 -0.2617 -0.8445 0.103 -0.110 0.115 0.40
H 4.7251 1.4360 -1.2153 0.009 0.091 -0.001 0.31
H 3.0933 1.8382 -1.7721 0.078 -0.031 0.065 0.44
H 3.9846 0.4724 -2.4897 -0.072 0.048 0.172 0.27
```
Positions in Å, forces in eV/Å.

No. 2
Computed, not measured: C3H6HgMgO4S as an isolated structure in a non-equilibrium geometry, with ωB97M-V with the def2-TZVPD basis set.

Properties
LUMO level in eV: -1.48
HOMO level in eV: -7.25
Spin multiplicity: 1
Energy above the lowest of the compared OMol25 structures with the same formula, charge and spin in kcal/mol: 0.0

```
16
Properties=species:S:1:pos:R:3:forces:R:3:mulliken_charge:R:1
Mg -0.8879 -1.2579 -0.4222 -0.162 0.682 0.249 1.04
S -0.7822 0.4104 1.9910 -1.888 -1.106 0.134 0.13
O 0.8381 0.2925 2.3287 -0.076 -0.364 2.600 -0.67
O -1.2945 -1.0368 1.4855 0.572 0.882 0.043 -0.63
O -1.4088 0.0440 -1.7221 0.551 -0.532 0.209 -0.76
C -0.5257 0.9173 -2.3202 -0.408 0.174 0.042 -0.32
C 0.9458 0.5124 -2.3456 -0.229 0.237 -0.895 -0.47
O 1.4772 0.1770 -1.0593 1.181 -1.066 -3.888 -0.50
C 1.2623 -1.2700 -0.6776 0.210 -1.173 0.112 -0.96
Hg 1.2794 1.0710 0.6177 0.534 2.081 1.100 1.16
H -0.5819 1.9112 -1.8181 0.057 -0.067 -0.134 0.27
H -0.7908 1.0876 -3.3866 0.128 0.111 0.259 0.36
H 1.5517 1.3497 -2.7215 -0.133 -0.199 0.055 0.33
H 1.1039 -0.3554 -3.0036 0.012 0.133 0.338 0.31
H 1.8904 -1.3792 0.2270 -0.243 -0.052 -0.323 0.32
H 1.7871 -1.8460 -1.4569 -0.108 0.260 0.101 0.37
```
Positions in Å, forces in eV/Å.

No. 3
Computed, not measured: C8H7I in the gas phase in a non-equilibrium geometry, with ωB97M-V with the def2-TZVPD basis set.

Properties
LUMO level in eV: -0.14
HOMO level in eV: -8.62
Spin multiplicity: 1
Energy above the lowest of the compared OMol25 structures with the same formula, charge and spin in kcal/mol: 35.6
SMILES: C#C/C(I)=C\C=C/C=C

```
16
Properties=species:S:1:pos:R:3:forces:R:3:mulliken_charge:R:1
C -1.2555 2.4398 -1.0680 -2.127 -4.048 0.443 -0.10
C -1.7867 1.3360 -0.9402 2.231 5.169 -0.700 0.15
C -2.2336 0.0956 -0.6723 -0.201 -4.572 0.554 -0.37
I -4.2343 -0.0853 0.1484 0.857 0.126 -0.426 0.06
C -1.4618 -1.0557 -0.7462 -1.719 4.053 -0.094 -0.74
C -0.1015 -1.0751 -1.2243 2.520 0.689 0.600 -0.33
C 0.9840 -0.5426 -0.5546 -3.151 0.033 -0.690 -0.24
C 0.9703 0.2005 0.7208 0.489 -1.592 0.554 -0.22
C 0.1160 0.0173 1.7373 1.062 -0.016 -4.313 -0.84
H -0.8410 3.3425 -0.8205 0.803 1.746 -0.064 0.43
H -1.9859 -1.8970 -0.4681 -0.689 -2.203 0.455 0.51
H 0.0099 -1.5309 -2.2132 0.362 -0.068 0.379 0.32
H 1.9497 -0.5544 -0.9749 0.863 -0.331 -0.879 0.38
H 1.9302 0.6687 0.9185 -0.147 0.322 0.080 0.30
H 0.2934 0.5088 2.5751 0.556 1.899 3.931 0.34
H -0.8081 -0.3852 1.5164 -1.707 -1.207 0.169 0.35
```
Positions in Å, forces in eV/Å.

No. 4
Computed, not measured: H3OPSi in the gas phase in a non-equilibrium geometry, with ωB97M-V with the def2-TZVPD basis set.

Properties
LUMO level (alpha / beta) in eV: -0.10 / -0.98
HOMO level (alpha / beta) in eV: -8.18 / -6.63
Spin multiplicity: 1
Energy above the lowest of the compared OMol25 structures with the same formula, charge and spin in kcal/mol: 43.7

```
6
Properties=species:S:1:pos:R:3:forces:R:3:mulliken_charge:R:1
O -0.7125 0.0326 -0.0440 -3.425 -0.397 0.383 -0.07
Si 0.7890 0.5548 -0.0547 0.520 -0.662 -1.211 0.09
P -2.4364 0.0726 0.0512 1.382 -0.313 -0.105 0.05
H 1.5769 -0.6584 -0.0552 0.616 0.009 0.326 -0.04
H 1.2447 1.8771 0.2728 -0.053 0.443 0.536 -0.05
H -2.8419 -1.3513 -0.1395 0.961 0.921 0.071 0.03
```
Positions in Å, forces in eV/Å.